# C39H115Br3N23O21P5

14 unconnected molecules or ions with the total composition C39H115Br3N23O21P5 (ωB97M-V/def2-TZVPD, the Open Molecules 2025 dataset).

Calculated values
Total energy ... -376130.8440 eV
ΔE to the lowest compared entry with this formula, charge and spin ... 86.9 kcal per mole
Frontier orbital gap ... 7.419 eV

Each atom is followed by the atoms it is bonded to, with distances in Å.
Element x y z (Å)
1 C -0.088 0.166 5.149  N2 1.496, H5 1.090, H6 1.090, H7 1.090
2 N -1.348 0.448 5.905  C1 1.496, O3 1.209, O4 1.188
3 O -2.337 0.790 5.300  N2 1.209
4 O -1.351 0.148 7.054  N2 1.188
5 H 0.705 0.880 5.374  C1 1.090
6 H -0.327 0.249 4.089  C1 1.090
7 H 0.263 -0.834 5.404  C1 1.090
8 C -0.281 -3.391 1.505  N9 1.455, H12 1.090, H13 1.090, H14 1.090
9 N -0.638 -3.255 0.100  C8 1.455, O10 1.197, O11 1.227
10 O 0.140 -3.609 -0.738  N9 1.197
11 O -1.766 -2.820 -0.113  N9 1.227
12 H -0.825 -4.249 1.898  C8 1.090
13 H -0.695 -2.627 2.162  C8 1.090
14 H 0.785 -3.524 1.691  C8 1.090
15 C 2.478 5.130 -3.214  N16 1.513, H19 1.090, H20 1.090, H21 1.090
16 N 3.702 4.880 -4.067  C15 1.513, O17 1.195, O18 1.237
17 O 4.386 3.958 -3.734  N16 1.195
18 O 3.888 5.584 -5.067  N16 1.237
19 H 2.701 4.877 -2.177  C15 1.090
20 H 1.548 4.853 -3.710  C15 1.090
21 H 2.501 6.209 -3.059  C15 1.090
22 C 2.857 -2.372 4.339  N23 1.447, H26 1.090, H27 1.090, H28 1.090
23 N 2.713 -1.727 3.053  C22 1.447, O24 1.227, O25 1.255
24 O 3.633 -1.876 2.254  N23 1.227
25 O 1.615 -1.169 2.809  N23 1.255
26 H 3.866 -2.778 4.416  C22 1.090
27 H 2.097 -3.125 4.548  C22 1.090
28 H 2.775 -1.520 5.013  C22 1.090
29 C 0.320 4.778 3.140  N30 1.481, H33 1.090, H34 1.090, H35 1.090
30 N -0.335 5.299 1.918  C29 1.481, O31 1.236, O32 1.266
31 O -0.158 6.489 1.635  N30 1.236
32 O -1.079 4.461 1.330  N30 1.266
33 H 1.404 4.689 3.071  C29 1.090
34 H -0.180 3.847 3.407  C29 1.090
35 H 0.124 5.542 3.892  C29 1.090
36 C -2.045 5.706 -2.082  N37 1.545, H40 1.090, H41 1.090, H42 1.090
37 N -3.253 5.263 -1.227  C36 1.545, O38 1.251, O39 1.229
38 O -3.450 4.030 -1.147  N37 1.251
39 O -3.900 6.137 -0.654  N37 1.229
40 H -2.453 6.494 -2.715  C36 1.090
41 H -1.857 4.795 -2.650  C36 1.090
42 H -1.244 5.946 -1.382  C36 1.090
43 C -0.028 3.528 -8.182  N44 1.498, H47 1.090, H48 1.090, H49 1.090
44 N -0.024 2.340 -7.270  C43 1.498, O45 1.204, O46 1.224
45 O 1.073 1.857 -7.158  N44 1.204
46 O -1.013 1.892 -6.705  N44 1.224
47 H 0.277 3.225 -9.184  C43 1.090
48 H 0.399 4.474 -7.850  C43 1.090
49 H -1.079 3.815 -8.207  C43 1.090
50 C -4.105 1.920 -4.062  N51 1.479, H54 1.090, H55 1.090, H56 1.090
51 N -3.633 0.999 -5.118  C50 1.479, O52 1.250, O53 1.230
52 O -2.746 0.163 -4.839  N51 1.250
53 O -4.105 1.207 -6.234  N51 1.230
54 H -3.269 2.158 -3.404  C50 1.090
55 H -4.928 1.420 -3.552  C50 1.090
56 H -4.456 2.855 -4.500  C50 1.090
57 O 4.478 0.230 5.384  P58 1.467
58 P 5.010 1.596 5.355  O57 1.467, N59 1.722, N62 1.711, N65 1.660
59 N 4.314 2.468 6.667  P58 1.722, C60 1.469, C61 1.544
60 C 2.852 2.569 6.764  N59 1.469, H68 1.090, H69 1.090, H70 1.090
61 C 5.049 2.503 8.024  N59 1.544, H71 1.090, H72 1.090, H73 1.090
62 N 4.569 2.606 4.047  P58 1.711, C63 1.465, C64 1.482
63 C 4.687 4.066 4.035  N62 1.465, H74 1.090, H75 1.090, H76 1.090
64 C 4.575 2.040 2.677  N62 1.482, H77 1.090, H78 1.090, H79 1.090
65 N 6.652 1.803 5.480  P58 1.660, C66 1.471, C67 1.430
66 C 7.364 3.076 5.284  N65 1.471, H80 1.090, H81 1.090, H82 1.090
67 C 7.471 0.651 5.264  N65 1.430, H83 1.090, H84 1.090, H85 1.090
68 H 2.373 1.705 7.224  C60 1.090
69 H 2.462 2.632 5.748  C60 1.090
70 H 2.565 3.534 7.185  C60 1.090
71 H 5.133 3.507 8.438  C61 1.090
72 H 6.104 2.228 8.042  C61 1.090
73 H 4.425 1.972 8.743  C61 1.090
74 H 5.608 4.416 3.568  C63 1.090
75 H 3.815 4.443 3.500  C63 1.090
76 H 4.712 4.495 5.037  C63 1.090
77 H 4.108 2.715 1.960  C64 1.090
78 H 5.521 1.599 2.364  C64 1.090
79 H 3.784 1.298 2.570  C64 1.090
80 H 7.612 3.267 4.240  C66 1.090
81 H 6.699 3.896 5.557  C66 1.090
82 H 8.281 3.016 5.870  C66 1.090
83 H 8.218 0.560 6.052  C67 1.090
84 H 8.077 0.681 4.358  C67 1.090
85 H 6.866 -0.253 5.337  C67 1.090
86 O 0.061 3.324 -1.326  P87 1.487
87 P 0.101 1.856 -1.089  O86 1.487, N88 1.684, N91 1.755, N94 1.712
88 N -0.193 1.015 -2.518  P87 1.684, C89 1.464, C90 1.452
89 C -0.300 -0.445 -2.549  N88 1.464, H97 1.090, H98 1.090, H99 1.090
90 C 0.316 1.569 -3.760  N88 1.452, H100 1.090, H101 1.090, H102 1.090
91 N -0.931 1.140 0.136  P87 1.755, C92 1.465, C93 1.474
92 C -0.466 0.921 1.508  N91 1.465, H103 1.090, H104 1.090, H105 1.090
93 C -2.390 1.289 -0.007  N91 1.474, H106 1.090, H107 1.090, H108 1.090
94 N 1.656 1.318 -0.616  P87 1.712, C95 1.442, C96 1.494
95 C 2.851 1.986 -1.065  N94 1.442, H109 1.090, H110 1.090, H111 1.090
96 C 1.985 -0.030 -0.060  N94 1.494, H112 1.090, H113 1.090, H114 1.090
97 H 0.683 -0.899 -2.671  C89 1.090
98 H -0.885 -0.657 -3.443  C89 1.090
99 H -0.666 -0.844 -1.603  C89 1.090
100 H -0.195 1.041 -4.565  C90 1.090
101 H 1.390 1.490 -3.930  C90 1.090
102 H 0.060 2.621 -3.888  C90 1.090
103 H -1.145 1.425 2.197  C92 1.090
104 H -0.530 -0.104 1.874  C92 1.090
105 H 0.544 1.233 1.773  C92 1.090
106 H -2.730 2.251 0.378  C93 1.090
107 H -2.686 1.259 -1.056  C93 1.090
108 H -2.971 0.599 0.605  C93 1.090
109 H 2.649 3.054 -1.147  C95 1.090
110 H 3.685 1.759 -0.401  C95 1.090
111 H 3.107 1.626 -2.062  C95 1.090
112 H 1.106 -0.644 0.134  C96 1.090
113 H 2.677 0.098 0.772  C96 1.090
114 H 2.578 -0.614 -0.763  C96 1.090
115 O 6.750 -2.306 -6.262  P116 1.470
116 P 5.680 -1.461 -5.711  O115 1.470, N117 1.709, N120 1.717, N123 1.693
117 N 5.872 0.221 -5.950  P116 1.709, C118 1.422, C119 1.490
118 C 4.855 1.177 -5.679  N117 1.422, H126 1.090, H127 1.090, H128 1.090
119 C 7.060 0.735 -6.688  N117 1.490, H129 1.090, H130 1.090, H131 1.090
120 N 5.514 -1.710 -4.021  P116 1.717, C121 1.517, C122 1.467
121 C 6.790 -1.897 -3.222  N120 1.517, H132 1.090, H133 1.090, H134 1.090
122 C 4.411 -1.190 -3.204  N120 1.467, H135 1.090, H136 1.090, H137 1.090
123 N 4.097 -1.705 -6.259  P116 1.693, C124 1.479, C125 1.443
124 C 3.224 -2.780 -5.740  N123 1.479, H138 1.090, H139 1.090, H140 1.090
125 C 3.685 -1.208 -7.549  N123 1.443, H141 1.090, H142 1.090, H143 1.090
126 H 5.016 1.747 -4.764  C118 1.090
127 H 3.888 0.673 -5.685  C118 1.090
128 H 4.757 1.848 -6.533  C118 1.090
129 H 7.765 1.288 -6.067  C119 1.090
130 H 6.771 1.429 -7.476  C119 1.090
131 H 7.543 -0.118 -7.166  C119 1.090
132 H 7.633 -2.317 -3.771  C121 1.090
133 H 7.224 -0.904 -3.105  C121 1.090
134 H 6.679 -2.470 -2.302  C121 1.090
135 H 3.554 -1.101 -3.872  C122 1.090
136 H 4.183 -1.928 -2.435  C122 1.090
137 H 4.594 -0.174 -2.855  C122 1.090
138 H 2.188 -2.485 -5.574  C124 1.090
139 H 3.284 -3.690 -6.337  C124 1.090
140 H 3.491 -3.032 -4.714  C124 1.090
141 H 2.663 -0.842 -7.445  C125 1.090
142 H 3.661 -2.063 -8.225  C125 1.090
143 H 4.364 -0.449 -7.937  C125 1.090
144 O -7.392 -3.687 -1.761  P145 1.521
145 P -5.968 -3.559 -2.281  O144 1.521, N146 1.732, N149 1.702, N152 1.701
146 N -5.931 -3.382 -4.003  P145 1.732, C147 1.468, C148 1.529
147 C -6.835 -2.377 -4.577  N146 1.468, H155 1.090, H156 1.090, H157 1.090
148 C -4.762 -3.803 -4.894  N146 1.529, H158 1.090, H159 1.090, H160 1.090
149 N -5.033 -4.955 -2.011  P145 1.702, C150 1.521, C151 1.423
150 C -5.741 -6.221 -2.467  N149 1.521, H161 1.090, H162 1.090, H163 1.090
151 C -4.343 -5.204 -0.791  N149 1.423, H164 1.090, H165 1.090, H166 1.090
152 N -5.007 -2.232 -1.825  P145 1.701, C153 1.436, C154 1.442
153 C -3.656 -2.007 -2.257  N152 1.436, H167 1.090, H168 1.090, H169 1.090
154 C -5.723 -1.124 -1.242  N152 1.442, H170 1.090, H171 1.090, H172 1.090
155 H -6.218 -1.486 -4.693  C147 1.090
156 H -7.717 -2.227 -3.955  C147 1.090
157 H -7.178 -2.719 -5.554  C147 1.090
158 H -4.292 -2.932 -5.353  C148 1.090
159 H -5.086 -4.426 -5.728  C148 1.090
160 H -3.929 -4.309 -4.407  C148 1.090
161 H -4.951 -6.970 -2.406  C150 1.090
162 H -6.621 -6.500 -1.887  C150 1.090
163 H -5.989 -6.104 -3.522  C150 1.090
164 H -5.059 -5.631 -0.089  C151 1.090
165 H -3.498 -5.870 -0.968  C151 1.090
166 H -3.935 -4.275 -0.392  C151 1.090
167 H -3.689 -1.634 -3.281  C153 1.090
168 H -3.131 -1.323 -1.591  C153 1.090
169 H -3.031 -2.896 -2.171  C153 1.090
170 H -6.778 -1.174 -1.512  C154 1.090
171 H -5.299 -0.156 -1.506  C154 1.090
172 H -5.551 -1.111 -0.165  C154 1.090
173 O -1.918 -2.209 4.171  P174 1.502
174 P -3.257 -2.861 4.367  O173 1.502, N175 1.741, N178 1.691, N181 1.720
175 N -3.366 -4.593 4.228  P174 1.741, C176 1.506, C177 1.470
176 C -2.252 -5.453 4.765  N175 1.506, H184 1.090, H185 1.090, H186 1.090
177 C -4.687 -5.235 4.166  N175 1.470, H187 1.090, H188 1.090, H189 1.090
178 N -4.384 -2.165 3.316  P174 1.691, C179 1.471, C180 1.440
179 C -4.500 -2.538 1.898  N178 1.471, H190 1.090, H191 1.090, H192 1.090
180 C -4.551 -0.755 3.557  N178 1.440, H193 1.090, H194 1.090, H195 1.090
181 N -3.938 -2.554 5.916  P174 1.720, C182 1.447, C183 1.471
182 C -3.220 -2.719 7.162  N181 1.447, H196 1.090, H197 1.090, H198 1.090
183 C -5.390 -2.590 6.145  N181 1.471, H199 1.090, H200 1.090, H201 1.090
184 H -1.294 -4.938 4.696  C176 1.090
185 H -2.181 -6.307 4.092  C176 1.090
186 H -2.475 -5.702 5.802  C176 1.090
187 H -5.113 -5.318 5.166  C177 1.090
188 H -4.545 -6.251 3.798  C177 1.090
189 H -5.438 -4.653 3.631  C177 1.090
190 H -4.419 -3.616 1.762  C179 1.090
191 H -5.427 -2.157 1.471  C179 1.090
192 H -3.702 -2.056 1.333  C179 1.090
193 H -5.464 -0.396 3.081  C180 1.090
194 H -4.619 -0.523 4.620  C180 1.090
195 H -3.796 -0.154 3.050  C180 1.090
196 H -2.187 -3.058 7.086  C182 1.090
197 H -3.360 -1.821 7.763  C182 1.090
198 H -3.661 -3.524 7.749  C182 1.090
199 H -5.992 -2.142 5.354  C183 1.090
200 H -5.641 -2.011 7.034  C183 1.090
201 H -5.721 -3.618 6.292  C183 1.090
202 C -5.574 3.321 1.605  Br203 2.049, Br204 2.024, Br205 2.002, H206 1.090
203 Br -6.226 1.855 0.331  C202 2.049
204 Br -4.999 2.547 3.384  C202 2.024
205 Br -6.850 4.845 1.845  C202 2.002
206 H -4.709 3.768 1.115  C202 1.090